38
Properties=species:S:1:pos:R:3:forces:R:3 method="wB97M-V/def2-TZVPD" multiplicity=4 e_tot_ev=-88491.3417 homo_lumo_gap_ev="8.50 / 8.37" charge=+4 max_force_ev_per_a=0.33
Re -0.1114 0.1898 0.2848 0.0558 -0.0657 0.2158
C -2.8176 0.5680 -1.0904 0.0128 0.0116 0.1067
C -1.7304 1.1074 -1.9944 0.0287 0.0022 -0.0348
N -0.5056 0.2281 -1.8432 0.0463 -0.0675 0.0145
C -0.6687 -1.1189 -2.5402 0.0633 0.0583 0.0713
C 0.0192 -2.2336 -1.7749 -0.0461 -0.0013 -0.0394
S -0.3683 -2.1557 0.0213 -0.0651 -0.0795 -0.0767
C -2.2117 -2.2581 0.1461 -0.0049 -0.0415 -0.0016
C -2.7513 -1.0485 0.8867 -0.0125 0.1035 -0.0253
N -2.2149 0.2445 0.2826 -0.2072 -0.0711 -0.0939
H -3.6184 1.2958 -0.9548 -0.0059 -0.0024 -0.0296
H -3.2696 -0.3458 -1.4688 -0.0004 0.0080 -0.0357
H -2.0492 1.1273 -3.0395 -0.0237 0.0122 0.0070
H -1.4382 2.1266 -1.7262 -0.0282 0.0058 0.0037
H 0.2576 0.7145 -2.3245 0.0202 -0.0084 0.0084
H -1.7337 -1.3085 -2.6515 0.0005 -0.0162 -0.0058
H -0.2504 -1.0433 -3.5461 -0.0052 -0.0334 -0.0075
H -0.2893 -3.2282 -2.1132 0.0032 0.0124 -0.0246
H 1.1114 -2.2030 -1.8157 -0.0007 0.0172 -0.0088
H -2.6012 -2.3765 -0.8642 -0.0125 -0.0021 0.0022
H -2.4224 -3.1763 0.6996 0.0027 0.0025 0.0025
H -3.8436 -1.0269 0.8423 0.0023 -0.0223 -0.0014
H -2.4664 -1.0587 1.9408 -0.0052 -0.0244 -0.0004
H -2.5139 0.9941 0.9171 -0.0102 -0.0053 -0.0037
C 2.3100 3.0656 2.8455 -0.0290 0.0738 0.0102
As 2.1305 1.1967 3.1092 -0.0038 -0.0550 -0.0975
C 1.1759 0.6961 4.6679 -0.0435 -0.0159 0.0684
C 3.7068 0.1963 2.7830 0.0477 -0.0500 0.0137
O 0.9647 0.6616 1.6588 0.1986 0.2620 0.0173
H 2.8814 3.4181 3.7143 0.0183 -0.0015 -0.0175
H 1.3365 3.5546 2.8510 0.0003 -0.0083 0.0023
H 2.8742 3.2726 1.9372 -0.0025 -0.0052 -0.0029
H 1.8283 0.9949 5.4992 -0.0069 -0.0056 0.0003
H 1.0323 -0.3828 4.7060 0.0048 -0.0016 -0.0113
H 0.2387 1.2456 4.7457 0.0037 0.0050 -0.0120
H 4.3767 0.4511 3.6148 0.0133 0.0018 -0.0173
H 4.1696 0.5038 1.8462 -0.0011 0.0059 0.0001
H 3.5013 -0.8729 2.8148 -0.0079 0.0021 0.0034


15
Properties=species:S:1:pos:R:3:forces:R:3 method="wB97M-V/def2-TZVPD" multiplicity=1 e_tot_ev=-19186.9743 homo_lumo_gap_ev=10.26 e_above_lowest_kcal_mol=24.30 max_force_ev_per_a=3.66 smiles=O.O.O.O.S
S 0.9451 -0.8916 -2.6330 -3.2120 -1.4131 1.0409
H 1.9359 -1.1654 -3.4055 1.8621 1.0801 -0.5535
H 0.8428 0.2515 -1.9302 1.4987 0.3371 -0.5864
H -0.8018 -1.3119 -0.9668 0.3219 -0.2831 -0.3710
H -0.6127 -0.0406 -0.0618 -1.0110 -1.6467 -0.6661
O -1.1912 -0.8606 -0.2239 0.5131 1.7261 1.1551
H -0.6748 -1.1998 3.3999 -0.1544 -0.6482 0.0559
H -0.9970 -1.3231 1.7862 0.5753 0.9447 1.5234
O -0.6677 -0.7547 2.5584 -0.4787 -0.1875 -1.6219
H -1.0017 1.0576 2.6116 0.2848 1.7663 -0.8032
H -1.3482 2.6411 2.2838 -0.5099 -0.0992 0.2051
O -0.6970 1.9492 2.2205 0.1477 -1.7269 0.7296
H 0.4200 1.1940 0.9736 -0.7010 0.0300 1.7508
H 0.8976 2.1125 -0.0412 0.0925 0.2534 -0.3386
O 0.8332 1.1722 0.1299 0.7708 -0.1330 -1.5200


What M values result from the calculations? In sequence: 468.49; 106.14 g mol⁻¹.